The following is a quantum chemistry calculation of a structure of composition C6H12N2O in a non-equilibrium geometry, from the Open Molecules 2025 dataset.

XYZ file:
```
21
Properties=species:S:1:pos:R:3:nbo_charge:R:1
O 1.2609 1.1294 0.6992 -0.766
N -2.4857 -0.8725 0.8527 -0.651
N 0.9701 -0.9732 2.1273 -0.868
C -1.5775 -0.1487 0.5053 0.449
C 0.6289 0.3483 -0.2325 0.370
C 1.4475 0.3422 -1.5058 -0.657
C -1.4397 1.3751 -1.4545 -0.612
C -0.8421 0.5484 -0.3464 -0.278
C 0.6324 -1.3311 0.7474 -0.316
H 0.1313 -0.7457 2.6593 0.366
H -2.5222 1.2346 -1.5007 0.220
H -3.1485 -0.5038 1.5356 0.372
H 1.5412 1.3592 -1.9040 0.227
H 1.0013 -0.2947 -2.2707 0.212
H -1.2430 2.4414 -1.3074 0.219
H -0.0823 -2.1506 0.6669 0.199
H -1.0384 1.0866 -2.4311 0.215
H 1.5325 -1.7276 0.2714 0.188
H 2.4664 0.0071 -1.2926 0.227
H 1.3180 0.6030 1.5641 0.501
H 1.4487 -1.7274 2.6165 0.382
```

## Properties
**Frontier orbital gap**: 8.949 eV
**Charge**: 0
**Highest occupied orbital energy**: -8.06 eV
**E_LUMO**: 0.0325 Ha